Record 1
A 7-piece molecular cluster, C33H53F18O13P2 overall, computed with ωB97M-V/def2-TZVPD.

```
! RIJCOSX wB97M-V def2-TZVPD def2/J DEFGRID3
* xyz 1 1
C 2.10755 -0.35543 1.21492
C 2.85019 0.05784 -0.02781
O 2.12493 1.01099 -0.79157
C 2.39895 2.33449 -0.40624
C 1.30360 3.20519 -0.99560
C 0.06535 3.10178 -0.09790
C -1.20229 3.44810 -0.84446
C -2.49532 3.18955 -0.07097
P -3.22332 1.56175 -0.48072
P -1.83557 0.01503 0.10303
C -2.18141 -0.48270 1.83455
C -1.94387 -1.40484 -1.05230
H 1.98324 0.48198 1.88997
H 1.15481 -0.79239 0.95828
H 2.66929 -1.11433 1.74704
H 3.02677 -0.79990 -0.65944
H 3.82128 0.46441 0.23177
H 2.36153 2.45535 0.67658
H 3.37249 2.64592 -0.76359
H 1.63235 4.22833 -1.10820
H 1.05368 2.76447 -1.95019
H 0.06079 2.09568 0.29276
H 0.20349 3.78268 0.73610
H -1.16881 4.51170 -1.04042
H -1.22050 2.98020 -1.81947
H -3.27130 3.89262 -0.33819
H -2.35120 3.20927 1.00089
H -4.50612 1.44241 0.08359
H -3.39143 1.47604 -1.87035
H -3.22292 -0.61239 2.08487
H -1.58738 -1.36436 2.02735
H -1.78713 0.30612 2.45898
H -1.32892 -2.17648 -0.61058
H -2.93177 -1.79707 -1.23412
H -1.44950 -1.10623 -1.96087
C 7.53345 -4.87160 -1.16820
C 6.07413 -4.99867 -0.79018
O 5.82663 -4.45642 0.52571
C 5.67228 -3.14628 0.60157
O 5.70901 -2.35865 -0.29778
C 5.37514 -2.75205 2.05800
F 6.17670 -3.39320 2.91574
F 4.09420 -3.05986 2.35933
F 5.52821 -1.43665 2.23598
H 8.16473 -5.33713 -0.41145
H 7.71618 -5.35760 -2.12516
H 7.82911 -3.82628 -1.25047
H 5.78342 -6.04450 -0.72830
H 5.42432 -4.51413 -1.51700
C 5.47462 4.28855 -1.62712
C 5.31801 5.62144 -2.32726
O 5.87804 6.68949 -1.54464
C 7.19466 6.85191 -1.64081
O 7.94516 6.20243 -2.30446
C 7.62850 8.05262 -0.78322
F 7.03591 8.02153 0.42189
F 7.27903 9.19564 -1.39782
F 8.94896 8.04651 -0.60971
H 5.04735 4.33156 -0.62424
H 4.97512 3.50219 -2.19239
H 6.52539 4.02136 -1.52238
H 4.26529 5.87046 -2.44579
H 5.76722 5.60821 -3.31884
C 1.16293 -6.74371 3.59620
C 1.58843 -5.61356 2.68468
O 1.59702 -6.02381 1.30198
C 0.43188 -5.99088 0.67440
O -0.61964 -5.64406 1.12760
C 0.62867 -6.41139 -0.79181
F 1.40700 -7.49682 -0.88742
F 1.21843 -5.40554 -1.47046
F -0.54622 -6.67222 -1.36469
H 1.79510 -7.61727 3.43829
H 1.24148 -6.43639 4.63789
H 0.13315 -7.04052 3.40050
H 2.61010 -5.31240 2.90380
H 0.95185 -4.73782 2.80421
C -5.32901 1.09229 -6.82839
C -4.55419 -0.18269 -6.57796
O -3.17341 0.10127 -6.25161
C -2.91432 0.42888 -5.00675
O -3.69413 0.51902 -4.09645
C -1.40497 0.65798 -4.83012
F -0.88986 1.40456 -5.80926
F -0.75607 -0.51581 -4.79514
F -1.20287 1.28371 -3.65857
H -4.84285 1.68823 -7.60041
H -6.34114 0.85698 -7.15266
H -5.38872 1.70148 -5.92676
H -4.51567 -0.79075 -7.47777
H -5.00329 -0.78294 -5.78881
C -0.95098 1.35213 5.37650
C -0.40872 -0.06245 5.38833
O -0.40792 -0.60539 6.71605
C -1.56909 -1.10310 7.13156
O -2.58808 -1.13875 6.50732
C -1.40832 -1.68383 8.54652
F -0.71582 -0.84667 9.33165
F -0.74582 -2.85168 8.47675
F -2.60260 -1.90070 9.09470
H -0.39126 1.97943 6.06938
H -0.87217 1.78024 4.37604
H -1.99676 1.37403 5.68169
H 0.62971 -0.07010 5.06283
H -0.97172 -0.71577 4.72207
C -9.70408 -0.72970 -0.58713
C -8.77007 -0.29158 -1.69330
O -8.36907 1.08886 -1.52216
C -7.38463 1.31710 -0.68250
O -6.76251 0.51039 -0.04748
C -7.06563 2.81968 -0.64966
F -8.16273 3.57208 -0.59067
F -6.36937 3.16032 -1.75521
F -6.29779 3.09337 0.41723
H -10.56268 -0.06140 -0.52674
H -10.05925 -1.74101 -0.77666
H -9.20358 -0.71612 0.38051
H -9.27310 -0.32533 -2.65616
H -7.88788 -0.92650 -1.75458
*
```

The value obtained for the highest occupied orbital energy is -11.816 eV. The calculation puts the lowest unoccupied orbital energy at -2.19 eV. For the total energy, the calculation gives -4747.507431 hartree.

Results of the Mulliken charge analysis, in e, for atoms 1 through 6:
1. C -0.41
2. C -0.43
3. O -0.30
4. C -0.22
5. C -0.94
6. C 0.06

Record 2
A 5-piece molecular cluster, C26H49FO7 overall, computed with ωB97M-V/def2-TZVPD.

```
! RIJCOSX wB97M-V def2-TZVPD def2/J DEFGRID3
* xyz 0 1
C 6.00497 1.45339 -1.34582
C 4.98012 1.54389 -2.50308
C 3.55880 1.02804 -2.16165
C 3.35670 -0.42959 -2.55002
C 4.32139 -1.46978 -1.94466
C 3.81877 -2.28459 -0.73701
C 3.80211 -1.49601 0.57758
C 2.46430 -2.94073 -1.02452
O 3.24826 1.33821 -0.76207
C 2.96164 2.65842 -0.69968
O 2.96120 3.30550 0.28347
O 2.64733 3.12778 -1.93689
C 2.47966 1.94248 -2.73137
F 2.54734 2.24160 -4.03672
H 6.38487 2.44472 -1.07896
H 6.86705 0.84150 -1.63464
H 5.57252 1.00774 -0.44719
H 5.34199 0.95843 -3.35402
H 4.91146 2.58068 -2.84512
H 3.49760 -0.40943 -3.63990
H 2.31264 -0.71649 -2.38018
H 5.26957 -0.97800 -1.68964
H 4.56679 -2.19390 -2.73382
H 4.54581 -3.10352 -0.61871
H 4.73721 -0.93787 0.71416
H 2.96774 -0.78526 0.60191
H 3.68486 -2.17439 1.42981
H 2.20201 -3.66627 -0.24687
H 2.50009 -3.47461 -1.98330
H 1.64596 -2.21276 -1.07651
H 1.48996 1.54504 -2.45921
C -0.89869 3.76210 -2.79538
C -1.54678 3.01150 -1.63413
C -2.92970 2.72096 -2.20315
O -2.75721 2.56362 -3.61296
C -1.46077 3.02229 -4.00111
H 0.19019 3.76187 -2.76280
H -1.23640 4.80027 -2.78139
H -1.01904 2.07564 -1.42890
H -1.58080 3.58995 -0.71212
H -3.61517 3.55564 -2.02083
H -3.37905 1.81263 -1.79872
H -0.83658 2.15889 -4.26064
H -1.56117 3.65118 -4.88613
C -1.49798 -6.28542 -1.63247
C -1.46440 -5.65554 -3.02375
C -1.26105 -4.18432 -2.68638
O -0.49482 -4.15505 -1.48061
C -0.45042 -5.45873 -0.89867
H -1.26945 -7.35014 -1.62810
H -2.47998 -6.14351 -1.17663
H -0.61262 -6.03689 -3.59103
H -2.36811 -5.83020 -3.60556
H -2.21886 -3.68122 -2.51382
H -0.71882 -3.63688 -3.45880
H 0.55321 -5.87722 -1.03513
H -0.64571 -5.37084 0.17089
C -2.29162 0.04778 1.07878
C -2.94905 0.85480 2.19616
C -4.33266 0.22426 2.26179
O -4.16174 -1.14459 1.88834
C -2.85967 -1.34130 1.33382
H -1.20245 0.06851 1.10699
H -2.61648 0.41970 0.10346
H -2.42394 0.69608 3.14045
H -2.98403 1.92641 1.99960
H -5.01954 0.70295 1.55383
H -4.76947 0.26849 3.25970
H -2.24279 -1.89034 2.05465
H -2.94653 -1.93885 0.42901
C -2.36440 2.42649 7.31251
C -3.03886 3.49948 6.45890
C -3.39995 2.70675 5.21002
O -3.65145 1.36873 5.63915
C -3.20958 1.20108 6.98765
H -2.35228 2.65705 8.37676
H -1.33434 2.27492 6.98318
H -3.94209 3.86355 6.95300
H -2.39921 4.35378 6.24284
H -2.57118 2.70071 4.49413
H -4.28905 3.08685 4.70425
H -4.08340 1.13688 7.64483
H -2.65479 0.26502 7.05921
*
```

The value obtained for the highest occupied orbital energy is -9.206 eV. As for the structure (SMILES): CC[C@@]1(CCC(C)C)OC(=O)O[C@H]1F.C1CCOC1.C1CCOC1.C1CCOC1.C1CCOC1. The calculation puts the lowest unoccupied orbital energy at 0.53 eV. For the total energy, the calculation gives -1646.570986 hartree.

Results of the Mulliken charge analysis, in e, for atoms 1 through 6:
1. C -1.20
2. C -1.08
3. C 1.78
4. C -1.21
5. C -1.15
6. C 0.80

Record 3
A 2-piece molecular cluster, C4H8O2 overall, computed with ωB97M-V/def2-TZVPD.

```
! RIJCOSX wB97M-V def2-TZVPD def2/J DEFGRID3
* xyz 0 1
C -2.11863 -0.09710 -0.53393
O -2.00941 -0.55924 0.67763
C -1.20666 -1.46976 1.13168
C 1.14022 0.13741 -0.28598
O 1.38161 -0.91900 -0.82566
C 2.07443 1.31688 -0.26317
H -2.87184 0.66444 -0.66387
H 0.16926 0.29698 0.22708
H -1.57207 -0.58190 -1.33538
H -1.29723 -1.67382 2.18805
H -0.54656 -1.98566 0.44135
H 3.04079 1.06698 -0.70745
H 2.20606 1.66325 0.76888
H 1.61001 2.14055 -0.81924
*
```

The value obtained for the highest occupied orbital energy (alpha / beta) is -7.517 / -7.556 eV. As for the energy relative to the best compared isomer or geometry (same formula, charge and spin): 4.782 eV. The calculation puts the lowest unoccupied orbital energy (alpha / beta) at 0.74 / 0.80 eV. For the total energy, the calculation gives -307.536701 hartree.

Results of the Mulliken charge analysis, in e, for atoms 1 through 6:
1. C -0.51
2. O -0.28
3. C -0.51
4. C 0.51
5. O -0.49
6. C -1.09